A structure of composition C27H48ClOPY in a non-equilibrium geometry, computed with wB97M-V/def2-TZVPD.

Geometry as XYZ:
```
79
Properties=species:S:1:pos:R:3
Y -0.0581 0.5067 3.1408
Cl -2.2722 1.4648 2.5135
P -0.2070 0.3777 -0.5548
C 0.7675 2.6196 3.9823
H 0.6651 2.8165 5.0584
H 0.4649 3.4566 3.3397
C 1.1942 -0.5348 -1.4489
C -0.1822 2.1526 -1.2185
C 2.5533 0.0611 -1.0338
H 1.1067 -1.5388 -0.9895
C 3.7092 -0.8462 -1.4894
H 2.6784 1.0558 -1.4919
H 2.5970 0.2165 0.0556
C 3.6492 -1.1908 -2.9828
H 4.6632 -0.3559 -1.2611
H 3.6730 -1.7752 -0.9037
C 2.2610 -1.6451 -3.4527
H 3.9552 -0.3117 -3.5667
H 4.3751 -1.9826 -3.2022
C 1.1305 -0.7277 -2.9691
H 2.2366 -1.6945 -4.5491
H 2.0652 -2.6602 -3.0803
H 1.2258 0.2421 -3.4746
H 0.1663 -1.1528 -3.2753
C -1.7792 -0.3173 -1.3378
C 0.4531 2.3977 -2.5891
H -1.2595 2.3976 -1.2837
C 0.3290 3.8680 -2.9959
H 1.5160 2.1214 -2.5571
H -0.0219 1.7732 -3.3585
C 0.9082 4.8163 -1.9484
H 0.8310 4.0169 -3.9568
H -0.7323 4.0958 -3.1488
C 0.3681 4.5440 -0.5409
H 2.0003 4.7187 -1.9384
H 0.6861 5.8502 -2.2272
C 0.4428 3.0633 -0.1402
H 0.9161 5.1427 0.1962
H -0.6843 4.8563 -0.4888
H 1.4943 2.7742 0.0249
H -0.0773 2.9206 0.8242
C -1.7693 -1.8587 -1.2876
H -2.5303 0.0518 -0.6119
C -3.1358 -2.4341 -1.6820
H -1.0026 -2.2432 -1.9796
H -1.4933 -2.2123 -0.2819
C -3.6412 -1.9063 -3.0316
H -3.0729 -3.5283 -1.7093
H -3.8610 -2.1709 -0.9002
C -3.5367 -0.3851 -3.1644
H -3.0704 -2.3820 -3.8396
H -4.6858 -2.2063 -3.1694
C -2.1762 0.1812 -2.7339
H -3.7310 -0.0870 -4.2005
H -4.3118 0.0858 -2.5464
H -1.4146 -0.1248 -3.4660
H -2.2169 1.2780 -2.7621
C 0.3609 -2.5708 3.4213
C -0.0741 -1.7180 4.3593
H 1.4073 -2.5949 3.0982
C -1.5397 -1.5942 4.7299
H 0.6154 -1.1739 5.0396
C -2.2324 -2.9729 4.7405
H -1.6573 -1.1545 5.7305
H -2.1019 -0.9274 4.0384
C -1.8700 -3.8660 3.5528
H -1.9747 -3.4853 5.6748
H -3.3201 -2.8334 4.7647
C -0.5120 -3.6347 2.8448
H -1.9276 -4.9091 3.8850
H -2.6565 -3.7501 2.7994
H 0.0272 -4.5967 2.8007
H -0.7385 -3.4065 1.7901
C 2.8918 1.2266 4.4638
C 1.8562 1.8102 3.5718
O 1.7786 1.3009 2.3188
H 2.8960 1.6995 5.4544
H 3.8827 1.3637 4.0031
H 2.7300 0.1367 4.6050
```

## Properties
total charge	-1
orbital gap (alpha / beta)	3.88 / 3.63	eV

These are the Löwdin partial charges, in e, on atoms 1 to 2:
1. Y 0.996
2. Cl -0.202



A structure of composition C27H48CuN2O6P2SSe2, computed with wB97M-V/def2-TZVPD.

Geometry as XYZ:
```
89
Properties=species:S:1:pos:R:3
Cu 0.7513 -0.4882 0.5502
C -1.0370 -0.3382 4.8876
Se -0.7137 -1.9192 3.7987
C 1.2325 -1.9153 4.0082
C 1.8318 -3.0370 3.1894
Se 1.7030 -2.7193 1.2553
C 3.6037 -2.5210 0.9016
H -0.3560 0.4526 4.5760
H -0.8962 -0.5706 5.9382
H -2.0628 -0.0183 4.7170
H 1.4346 -2.0527 5.0693
H 1.6131 -0.9448 3.6900
H 1.3231 -3.9765 3.3957
H 2.8922 -3.1691 3.3945
H 4.1071 -3.4340 1.2022
H 4.0038 -1.6655 1.4373
H 3.7002 -2.3741 -0.1708
C 0.8645 -4.8224 -4.8388
C 0.7320 -3.3175 -4.8237
C 1.4320 -2.6581 -5.9942
O 1.3488 -2.8537 -3.5790
P 0.7330 -1.7531 -2.6375
O 1.5572 -1.6272 -1.4156
C 0.5820 -0.1932 -3.5286
P 0.5721 1.1603 -2.3253
O -0.0027 0.7944 -1.0068
O -0.1196 2.4050 -2.9898
C -1.5405 2.6407 -3.2724
C -2.4798 1.7727 -2.4527
C -1.7494 2.4819 -4.7631
O 2.0901 1.5666 -2.3383
C 2.6836 2.3865 -1.2818
C 3.4960 1.4917 -0.3707
C 3.5239 3.4373 -1.9684
O -0.7962 -2.0942 -2.4420
C -1.2175 -3.1991 -1.5696
C -1.8340 -2.6092 -0.3213
C -2.1945 -4.0418 -2.3557
H 0.3929 -5.2282 -5.7353
H 0.3907 -5.2655 -3.9624
H 1.9199 -5.1021 -4.8396
H -0.3239 -3.0386 -4.8082
H 2.5042 -2.8571 -5.9418
H 1.2770 -1.5778 -5.9994
H 1.0486 -3.0613 -6.9330
H -0.3230 -0.1976 -4.1349
H 1.4561 -0.0331 -4.1615
H -1.6831 3.6827 -2.9991
H -2.3308 0.7100 -2.6695
H -3.5060 2.0339 -2.7124
H -2.3334 1.9235 -1.3838
H -1.6632 1.4332 -5.0611
H -1.0163 3.0669 -5.3194
H -2.7482 2.8299 -5.0332
H 1.8761 2.8653 -0.7235
H 4.3019 1.0172 -0.9338
H 2.8785 0.7012 0.0613
H 3.9296 2.0841 0.4370
H 4.3259 2.9618 -2.5367
H 3.9668 4.1021 -1.2249
H 2.9156 4.0309 -2.6513
H -0.3362 -3.7867 -1.3057
H -2.7397 -2.0530 -0.5767
H -1.1352 -1.9331 0.1747
H -2.0917 -3.4048 0.3795
H -3.0725 -3.4470 -2.6185
H -2.5181 -4.8926 -1.7536
H -1.7434 -4.4203 -3.2735
S -2.2108 4.5359 3.6625
C -1.4089 3.1381 2.8926
C -0.0265 3.0243 2.8927
C 0.5445 1.8885 2.3442
N -0.1738 0.8982 1.8078
C -1.5023 1.0237 1.7903
C -2.1590 2.1218 2.3144
C -2.3483 3.8065 5.2956
C -1.3163 3.9370 6.2125
C -1.4501 3.3067 7.4430
N -2.5194 2.5891 7.7892
C -3.5125 2.4942 6.9045
C -3.4781 3.0848 5.6474
H 0.5923 3.7968 3.3306
H 1.6229 1.7550 2.3535
H -2.0604 0.1977 1.3609
H -3.2395 2.1775 2.2940
H -0.4330 4.5171 5.9769
H -0.6625 3.3829 8.1856
H -4.3785 1.9184 7.2148
H -4.3107 2.9857 4.9620
```

## Properties
total charge	+1
orbital gap	8.19	eV

These are the Löwdin partial charges, in e, on atoms 1 to 2:
1. Cu 0.123
2. C -0.405



Which DFT total energy belongs to each record? In order, -1972.7436, -9142.8503 Ha.
Which relative energy (zero: lowest compared OMol25 entry of this formula, charge and spin) belongs to each record? In order, 0.000, 0.627 eV.